2 unconnected molecules or ions with the total composition C2H9N2O at a distorted geometry. Source: the Open Molecules 2025 dataset; level of theory: ωB97M-V/def2-TZVPD.

Properties
Electronic energy ... -266.3214 Ha
HOMO energy ... -2.736 eV
2S+1 ... 1
ΔE to the lowest compared entry with this formula, charge and spin ... 60.83 kJ/mol
Maximum force ... 1.8 eV/A
Total charge ... -1
HOMO-LUMO gap ... 7.26 eV

The geometry in XYZ format:
```
14
Properties=species:S:1:pos:R:3:forces:R:3
O -1.0568 0.8131 0.6722 0.3 -1.1 0.3
H -0.9572 0.1389 -1.0188 0.6 -0.1 -0.1
H -1.4515 2.0396 2.1808 0.4 0.5 0.4
H 0.9228 -1.7554 0.2415 -0.3 0.1 0.3
N -0.5611 -0.4728 -1.7579 -0.7 -0.5 0.0
H 0.3046 1.7037 1.9146 0.2 0.4 0.2
H 0.6689 -0.1186 0.3225 -0.5 -0.1 0.7
H -1.0807 -1.3383 -1.6250 0.1 0.0 -0.1
N 1.2382 -0.8541 -0.0947 0.7 -0.5 -0.9
H -0.7110 0.6676 2.8579 -0.1 -1.1 -0.5
C -0.7077 1.2566 1.9068 -0.7 1.4 -0.3
H 1.3536 0.1517 -1.9114 0.2 0.1 0.4
H 1.1852 -1.4994 -2.1980 0.1 -0.6 0.6
C 0.8528 -0.7327 -1.4904 -0.2 1.4 -1.0
```
Positions in Å, forces in eV/Å.


2 unconnected molecules or ions with the total composition C4H8NO at a distorted geometry. Source: the Open Molecules 2025 dataset; level of theory: ωB97M-V/def2-TZVPD.

Properties
Electronic energy ... -286.7644 Ha
HOMO energy (alpha / beta) ... -14.416 / -14.416 eV
2S+1 ... 1
ΔE to the lowest compared entry with this formula, charge and spin ... 467.64 kJ/mol
Maximum force ... 7.5 eV/A
Total charge ... +1
HOMO-LUMO gap (alpha / beta) ... 9.02 / 9.02 eV

The geometry in XYZ format:
```
14
Properties=species:S:1:pos:R:3:forces:R:3
H 2.2966 -2.8284 1.3954 0.2 -0.9 -0.2
H 2.4393 0.6528 -0.3723 -3.0 -0.8 1.3
O 0.8499 1.0572 1.3797 -0.7 1.1 1.7
H 0.2104 -0.5556 -1.4686 0.5 -1.0 -0.1
H 0.2677 1.7565 1.0651 -0.2 0.5 0.4
C -0.0294 0.1338 -0.6928 -1.6 -1.1 1.5
H -1.1391 -0.3203 1.1465 -1.0 0.1 -1.7
C 0.9830 0.2481 0.3799 4.1 2.5 -5.1
N 1.4834 -0.9330 0.6756 1.8 -7.0 2.2
H -2.2164 0.4380 -0.1706 0.1 0.3 0.1
C 1.7762 -2.0364 0.9191 -0.6 4.1 0.0
C -1.3775 -0.2171 0.0217 1.2 -0.9 0.8
H -1.6297 -1.1928 -0.3842 -0.4 -0.1 0.4
H -0.0209 0.9887 -1.2322 -0.4 3.2 -1.3
```
Positions in Å, forces in eV/Å.